(1)
41
Properties=species:S:1:pos:R:3:forces:R:3 method="wB97M-V/def2-TZVPD" s_squared=0.76 multiplicity=2 total_charge=-1 e_above_lowest_kj_mol=0.0 orbital_gap_ev="2.279 / 6.804"
N -4.150345 23.023738 10.319425 -0.137 -0.069 -0.943
C -4.544082 21.730576 10.280438 0.197 -0.358 2.159
C -4.829482 20.966942 11.428151 -0.112 0.642 -2.294
C -4.781364 21.558254 12.736943 -0.577 -2.949 -0.856
C -4.487719 22.871234 12.746816 1.273 2.890 -0.702
C -4.160669 23.578159 11.565509 -0.689 -0.467 1.378
H -4.592747 21.252447 9.313271 -0.053 -0.110 -0.227
H -5.184609 19.994939 11.119124 0.086 -0.336 0.807
H -4.899322 20.932790 13.609466 -0.073 0.166 0.234
H -4.390645 23.349997 13.710024 -0.098 0.516 0.093
H -4.020891 24.649070 11.566138 0.230 0.206 0.360
C -7.474383 23.186660 9.857274 0.739 -0.390 -0.702
C -7.859690 21.711894 9.699735 0.057 1.459 1.532
O -8.373350 21.170609 10.669146 0.087 -0.576 -1.073
C -7.811195 21.135125 8.303724 0.153 -0.339 0.079
H -8.200407 23.799224 9.322711 -0.325 0.114 0.110
H -6.520674 23.396784 9.373123 0.194 -0.125 -0.104
H -7.333422 23.505077 10.890159 -0.407 -0.312 -0.006
H -8.635809 21.631936 7.792573 -0.324 -0.269 -0.220
H -7.904859 20.049219 8.315880 -0.393 0.093 0.055
H -6.930972 21.343657 7.695592 0.232 0.348 0.483
C -6.335727 16.336838 9.174882 0.517 -0.924 0.029
C -6.293371 17.767252 9.658765 0.832 2.267 -1.089
O -5.528026 18.671290 9.226333 -2.107 -3.373 0.871
C -7.326896 18.109916 10.722385 1.530 1.441 -0.488
H -6.540315 16.130308 8.124366 0.074 0.684 -0.179
H -7.055402 15.726578 9.720543 -0.189 0.324 0.195
H -5.379812 15.851749 9.372398 0.294 0.145 -0.030
H -7.208616 17.522501 11.632905 -0.436 -0.303 -0.284
H -8.323169 18.194273 10.288309 -0.119 -0.544 0.230
H -7.025386 19.136486 10.930600 -0.473 0.086 0.544
C -7.727094 17.311537 14.607085 -0.531 0.912 -0.690
C -6.896665 16.517567 15.510293 -1.036 -2.331 0.798
O -7.373966 15.460463 15.982397 1.546 2.210 -0.672
C -5.492979 17.003286 15.849778 -1.056 -1.700 0.001
H -8.627272 16.770742 14.315002 0.140 0.074 -0.015
H -7.167809 17.678311 13.746400 0.022 -0.169 -0.091
H -8.010120 18.235281 15.111750 -0.145 0.120 0.170
H -5.094195 16.031579 16.141070 0.793 0.383 0.434
H -5.611183 17.665196 16.707682 0.481 0.187 -0.157
H -4.943624 17.390570 14.991691 -0.200 0.377 0.263

(2)
46
Properties=species:S:1:pos:R:3:forces:R:3 method="wB97M-V/def2-TZVPD" total_charge=+1 orbital_gap_ev=6.089
C 0.509516 2.228004 -3.201747 1.060 -0.903 0.431
C 1.144221 1.635680 -2.337055 -0.775 0.083 -0.645
N 1.806899 0.814854 -1.359994 0.426 0.080 -0.333
C 3.075444 0.296477 -1.751320 1.130 -1.780 2.360
C 3.872563 -0.608298 -0.845830 -3.133 0.983 1.521
C 3.283037 -0.980775 0.523209 -0.758 2.252 -2.844
C 4.010809 -1.965417 1.545297 -0.952 -0.763 1.515
O 3.366192 -2.329415 2.511713 1.230 0.830 -2.053
O 5.303157 -2.444436 1.348094 -1.966 1.985 -0.974
C 1.949746 -0.357774 0.860603 1.047 0.370 -2.000
C 1.206842 0.561223 -0.105659 2.942 -3.018 1.367
P -0.438922 1.241812 0.499004 -2.094 1.233 1.157
O -1.647231 0.168051 0.071683 2.180 0.884 1.906
O -0.356253 1.171491 2.202087 0.887 -0.499 -2.508
S -0.775067 3.075771 0.036019 0.537 -0.927 -0.280
H 0.009856 2.711305 -4.094225 0.771 -0.834 1.699
H 3.504402 0.562601 -2.770634 -1.086 -0.151 1.531
H 4.889128 -1.030229 -1.126388 -1.638 0.838 -0.049
H 5.719959 -1.899776 0.641511 -0.048 -0.656 0.611
H 1.478517 -0.574979 1.871247 0.677 0.307 -1.526
H -2.067142 -0.180034 0.899628 0.252 0.189 -0.818
H 0.209539 1.946309 2.443177 -0.690 -0.543 -0.114
C 0.202901 0.151040 6.513707 0.061 0.093 0.298
C -1.271143 0.201903 6.143703 0.480 -0.157 -0.528
C -1.660686 -0.973458 5.260687 -0.298 -0.142 0.041
O -1.547135 1.422444 5.458603 -0.174 0.217 0.070
H 0.831826 0.202176 5.618290 -0.075 -0.125 -0.047
H 0.471330 1.006456 7.138193 -0.070 -0.092 0.005
H 0.442814 -0.766444 7.056007 0.040 0.052 -0.053
H -1.878180 0.195866 7.052029 -0.030 0.188 -0.130
H -1.095163 -0.960366 4.322562 0.139 0.012 0.095
H -2.718975 -0.918202 4.993511 0.051 -0.010 0.105
H -1.476884 -1.924837 5.765221 -0.004 0.030 -0.075
H -1.014428 1.438167 4.652263 -0.153 -0.109 0.194
C -2.891804 -0.307197 -4.421268 -0.060 0.194 0.210
C -2.373478 0.295808 -5.717611 -0.058 -0.741 0.053
C -2.626544 -0.628018 -6.897821 -0.014 0.132 -0.260
O -0.970373 0.543142 -5.599454 0.251 0.416 0.133
H -2.385134 -1.252369 -4.200916 -0.067 -0.037 -0.145
H -2.693283 0.362202 -3.579654 -0.082 0.017 -0.067
H -3.966824 -0.492300 -4.474104 0.074 -0.022 0.033
H -2.858618 1.258923 -5.894467 0.239 0.028 0.019
H -2.110933 -1.584088 -6.762317 -0.093 0.008 0.119
H -2.239376 -0.187575 -7.819680 -0.088 0.022 0.076
H -3.693672 -0.822657 -7.024913 0.075 -0.024 0.000
H -0.531449 -0.303060 -5.442991 -0.145 0.088 -0.102

(3)
47
Properties=species:S:1:pos:R:3:forces:R:3 method="wB97M-V/def2-TZVPD" total_charge=+1 e_above_lowest_kj_mol=0.0 orbital_gap_ev=9.697
C 0.696630 1.741514 -4.126387 -0.247 0.310 -0.396
C 1.379939 0.665534 -3.284629 -0.212 -0.564 -0.938
O 1.415177 0.980139 -1.906868 0.263 -0.257 2.267
C 1.924890 0.027258 -1.072778 1.454 -0.780 0.397
C 1.965279 0.304717 0.513799 0.309 2.749 -2.090
Cl 3.736812 0.572158 0.798438 -0.520 -0.036 -0.062
C 1.337443 1.695837 1.044599 1.246 -0.327 1.089
O 1.459494 1.820529 2.241598 -1.232 0.573 -1.108
O 0.970679 2.655702 0.147996 0.801 -2.217 -0.309
C 0.437166 3.861643 0.654167 -0.638 0.756 0.708
C -0.105049 4.795067 -0.434180 -0.205 0.201 -0.219
O 2.547554 -0.964153 -1.386838 -1.544 0.973 -0.619
H 0.603954 1.353349 -5.164735 0.105 0.069 0.646
H -0.343257 1.945235 -3.789189 0.675 0.020 -0.028
H 1.263172 2.696624 -4.234207 -0.391 -0.725 0.468
H 0.783122 -0.256404 -3.306451 0.384 -0.033 -0.642
H 2.392536 0.495866 -3.672401 -0.240 -0.212 0.233
H -0.388907 3.512958 1.289790 0.151 0.689 0.259
H 1.193891 4.398437 1.241387 -0.235 -0.311 0.074
H -0.594802 5.660337 0.060850 0.292 -0.558 -0.062
H 0.664280 5.252600 -1.096223 -0.402 -0.689 0.401
H -0.900607 4.306283 -1.034450 0.612 0.196 0.148
Cl -6.674918 -1.650977 -1.027063 0.256 0.578 -0.057
C -6.034670 -0.003336 -1.239394 -0.115 0.038 -0.038
N -4.569822 0.093473 -0.978429 1.207 -0.310 0.335
C -4.182467 -0.291002 0.486642 -1.674 0.167 -1.036
C -2.701328 -0.091896 0.629397 1.376 0.443 -0.251
N -2.115617 0.446361 -0.619178 0.656 -0.951 0.851
F 1.593930 -0.748068 1.237063 -0.567 0.196 -0.275
C -2.690805 1.726773 -0.965511 0.843 -0.305 0.167
C -4.169689 1.565278 -1.203612 -1.211 -0.581 -0.102
C -2.278870 -0.592743 -1.637726 1.109 0.407 0.434
C -3.732727 -0.811596 -1.940989 -1.812 0.463 0.171
H -6.183913 0.313487 -2.288122 -0.122 -0.183 0.628
H -6.533255 0.675555 -0.522808 0.146 -0.412 -0.499
H -4.765606 0.399068 1.118480 0.060 -0.499 -0.151
H -4.502637 -1.338183 0.602161 -0.014 0.542 0.153
H -2.461517 0.572383 1.457890 -0.089 0.144 -0.025
H -2.206693 -1.036342 0.852618 0.025 0.020 -0.056
H -2.485812 2.419662 -0.150531 -0.084 0.010 0.052
H -2.181085 2.125813 -1.839212 -0.003 -0.050 -0.144
H -4.439350 1.777804 -2.244692 -0.201 0.166 0.340
H -4.765975 2.134993 -0.478275 -0.023 -0.018 -0.478
H -1.703011 -0.341998 -2.526888 -0.121 0.173 -0.112
H -1.830680 -1.505575 -1.239479 -0.019 0.089 -0.043
H -4.072624 -1.837424 -1.734968 0.044 0.422 -0.370
H -4.003588 -0.468535 -2.951055 -0.090 -0.377 0.291

(4)
51
Properties=species:S:1:pos:R:3:forces:R:3 method="wB97M-V/def2-TZVPD" total_charge=+1 e_above_lowest_kj_mol=0.0 orbital_gap_ev=4.514
O -1.486087 3.563963 -0.874262 -0.229 0.685 -0.788
H -1.308776 4.518074 -0.748288 -0.210 -0.719 -0.281
Tl 0.227735 0.951471 -0.402731 1.754 -0.150 1.856
N -1.747691 0.466935 -1.309361 0.545 -1.431 -4.481
N -1.647915 -0.203533 1.093672 0.859 -1.049 3.909
N 2.095249 0.123065 -1.321387 2.201 -1.944 1.101
N 1.349016 -0.802277 0.948295 3.534 -1.308 -1.053
O -1.754004 0.122235 -2.507130 -0.772 1.220 3.365
O 2.293974 0.579569 -2.530945 -0.110 0.488 -0.485
O 0.905859 -1.441781 2.036883 -1.587 0.329 0.981
O -1.520286 -0.582044 2.320345 -1.218 1.299 -3.904
C -2.860915 0.332721 0.747695 -1.038 0.540 -1.699
C -2.927083 0.689569 -0.611406 -0.614 -0.104 2.247
C 3.012520 -0.632616 -0.699206 -1.818 2.009 -1.721
C 2.588378 -1.157069 0.583277 -2.955 0.810 1.093
C -4.033380 1.387207 -1.286895 -0.556 -0.184 -0.334
H -3.821886 2.465799 -1.366060 0.119 -0.296 0.090
H -4.970307 1.243634 -0.742697 0.197 0.103 -0.181
H -4.143221 0.988985 -2.301940 0.018 0.109 0.116
C -3.970644 0.472162 1.720065 -0.320 0.088 0.117
H -3.675472 1.160999 2.523669 -0.086 -0.229 -0.127
H -4.210470 -0.502627 2.168483 0.155 0.285 -0.036
H -4.869344 0.864005 1.231880 0.278 -0.095 0.238
C 4.347323 -0.954697 -1.281244 0.247 0.042 -0.326
C 3.473712 -2.065948 1.359022 -0.074 -0.251 0.258
H 4.563882 -0.306308 -2.140114 -0.158 -0.220 0.261
H 4.397591 -2.003028 -1.614340 -0.107 0.263 0.019
H 5.146895 -0.834001 -0.536805 -0.303 0.030 -0.111
H 2.921076 -2.465733 2.207763 0.164 -0.033 -0.066
H 4.354171 -1.528484 1.736727 -0.201 -0.050 -0.126
H 3.837093 -2.895681 0.739353 -0.102 0.192 0.095
H 1.394857 1.456759 -2.530701 0.755 0.181 -0.486
H -0.051186 -1.097878 2.152826 1.686 -0.734 0.251
C 0.227245 2.483838 1.115831 0.465 -0.505 0.913
H -0.554517 3.149504 0.794544 0.124 0.148 0.422
H 1.231377 2.938181 1.123316 -0.481 -0.127 -0.039
H 0.036816 2.003593 2.090585 0.093 0.326 -0.408
O 0.605249 2.267381 -2.220744 -0.032 0.640 -0.327
H -0.944171 3.272321 -1.639447 -0.222 0.362 0.282
H 1.086379 3.036170 -1.855503 -0.037 -0.572 -0.444
Cl 1.265903 -4.530541 -3.647762 0.240 -0.206 -0.330
C 0.186304 -3.909729 -2.484173 -0.472 0.716 0.844
C -0.873734 -4.679691 -1.988969 0.126 0.470 0.112
C -1.698234 -4.110624 -1.016511 0.225 0.627 0.166
C -1.410038 -2.804666 -0.579368 -0.381 -0.952 -0.204
N -0.417355 -2.085761 -1.072422 0.344 0.619 -0.032
C 0.379846 -2.597878 -2.002544 -0.487 -1.159 -0.209
H -1.023776 -5.687457 -2.364173 -0.040 0.147 0.087
H -2.553996 -4.622403 -0.575364 0.340 -0.069 -0.247
H -2.013367 -2.334544 0.204481 0.132 -0.315 -0.310
H 1.180379 -1.978213 -2.385225 0.007 -0.023 -0.071

(5)
48
Properties=species:S:1:pos:R:3:forces:R:3 method="wB97M-V/def2-TZVPD" total_charge=+2 e_above_lowest_kj_mol=0.0 orbital_gap_ev=7.277
H 2.366735 -1.220201 -2.060586 -0.009 0.340 -0.256
N 1.323530 0.539705 -1.494983 0.280 0.980 -0.311
B 0.650467 3.004149 -0.949303 0.401 0.416 0.115
N 1.454209 1.905691 -1.789977 0.253 -0.661 0.026
C 2.457540 2.033287 -2.674177 -0.656 -0.278 0.549
Ti -0.108997 0.323528 -0.215317 -0.293 -0.932 1.046
H 2.729830 3.020417 -3.026665 0.029 -0.180 -0.030
C 2.986906 0.767674 -2.967749 -0.192 -0.496 0.375
H 3.799507 0.530866 -3.636504 -0.047 0.112 0.041
C 2.270228 -0.144042 -2.198457 -0.031 0.874 -0.183
H 0.930908 4.099087 -1.347565 -0.062 -0.275 0.006
C -0.942384 -0.578119 3.426731 0.244 -0.287 0.008
H -1.932094 -1.048620 3.375462 0.301 0.084 -0.180
H -0.419317 -0.663826 2.431576 -0.482 0.123 0.656
H -1.088501 0.478571 3.718836 0.333 -0.608 -0.070
N 1.059047 2.868265 0.560329 -0.245 -0.595 0.213
N -0.901311 2.775018 -1.116157 -0.382 -0.478 0.289
N 0.848499 1.656966 1.232039 0.066 0.115 -0.228
N -1.508101 1.578999 -0.694079 0.271 1.001 -0.387
C 1.646803 3.747374 1.402330 -0.135 -0.654 0.157
C -1.868510 3.620186 -1.498909 0.512 -0.161 0.077
H 1.876129 4.768368 1.115777 -0.071 -0.285 -0.163
H -1.647570 4.639882 -1.838995 -0.006 -0.650 0.148
C 1.863690 3.128359 2.633949 -0.688 -0.985 -0.858
C -3.099039 2.991809 -1.352348 -0.888 -1.022 0.523
C 1.348380 1.820188 2.491339 0.194 1.732 -1.097
C -2.860783 1.719589 -0.823601 1.075 1.308 -0.544
H 2.319524 3.559942 3.502927 0.037 0.029 0.133
H -4.084653 3.380620 -1.562814 0.198 0.144 -0.033
H 1.329219 1.071254 3.246814 -0.146 -0.597 0.117
H -3.515371 0.925142 -0.506067 -0.147 0.047 -0.152
H -0.334557 -1.171808 4.155786 -0.454 0.777 -0.540
C -1.915817 -4.445162 -0.661886 0.016 0.310 -0.349
Si -0.533214 -3.293130 -0.090769 -0.500 -2.258 0.917
C -0.430441 -3.533784 1.762099 0.290 0.191 0.104
C 1.061453 -3.860930 -0.863571 0.272 0.283 -0.219
C -0.924058 -1.503876 -0.554632 0.026 1.588 0.212
H -1.743340 -5.486575 -0.348951 0.229 0.384 0.031
H -1.984785 -4.456812 -1.753604 -0.102 -0.021 0.033
H -2.895464 -4.167937 -0.266590 0.027 0.085 -0.011
H -0.185117 -4.589835 1.985733 -0.057 0.484 -0.231
H 0.352338 -2.902307 2.197156 -0.039 -0.197 0.122
H -1.367226 -3.309471 2.274386 -0.011 0.022 -0.037
H 0.971849 -3.907168 -1.954238 0.096 0.012 0.062
H 1.892396 -3.192057 -0.605484 0.051 -0.157 -0.057
H 1.336937 -4.873690 -0.519187 -0.237 0.448 -0.035
H -2.025832 -1.256030 -0.542943 0.816 -0.204 0.127
H -0.559644 -1.349558 -1.597160 -0.138 0.093 -0.111

(6)
48
Properties=species:S:1:pos:R:3:forces:R:3 method="wB97M-V/def2-TZVPD" total_charge=+1 orbital_gap_ev=9.030
C 2.827146 2.520984 2.107449 -0.469 0.590 0.067
C 1.307984 2.306445 1.627908 -0.036 -0.163 1.026
O 0.975260 3.138795 0.476212 0.768 -1.974 -0.222
C 1.430656 2.449307 -0.714229 0.405 0.838 -1.360
C 0.176052 2.060373 -1.638107 -1.115 0.248 0.011
C -0.937052 1.175939 -0.911714 -1.909 0.954 2.601
C -1.869435 1.639698 0.244931 1.614 -2.099 -2.645
N -2.769592 0.542639 0.597004 4.778 -0.856 -5.192
C -2.382604 -0.525425 -0.304705 -0.259 -0.682 1.230
C -3.222912 -1.913638 -0.200968 -0.126 1.294 -2.421
Cl -3.306860 -2.570931 1.510046 0.509 0.631 -1.501
C -4.712538 -1.571989 -0.805413 -1.188 -0.727 0.194
C -5.886449 -1.661329 0.290856 -0.485 0.720 -0.150
N -1.272868 -0.216530 -1.209883 -4.250 3.321 5.845
O -0.806270 -1.106305 -2.097430 0.671 0.121 -0.554
C 0.633855 -1.313166 -2.009334 2.109 -1.529 0.055
C 1.174200 -1.935961 -0.624408 0.656 -1.125 -0.632
C 0.088683 -2.739915 0.238523 0.453 0.585 1.024
O 1.876304 -0.901105 0.126282 -0.601 -0.969 -0.944
H 3.211226 1.612895 2.692667 -0.539 1.315 -0.911
H 3.520677 2.771471 1.223315 -1.083 -0.606 1.344
H 2.823118 3.443944 2.808520 0.199 -1.577 -1.164
H 0.628600 2.629018 2.492411 0.837 -0.364 -1.318
H 1.037686 1.223439 1.371436 0.657 1.378 0.447
H 2.117609 1.555394 -0.519965 -1.168 1.209 0.041
H 2.055744 3.216973 -1.320199 -1.053 -1.312 0.839
H 0.449162 1.564670 -2.639591 -0.215 0.704 1.641
H -0.342087 3.059313 -1.925386 0.786 -1.730 0.562
H -1.871636 2.658317 0.758299 0.027 -1.805 -0.952
H -3.512376 0.453915 1.303068 0.624 0.103 -0.538
H -2.778100 -2.672350 -0.955707 -0.427 1.220 1.809
H -4.988729 -2.336700 -1.634525 0.776 1.226 1.417
H -4.763347 -0.542399 -1.301901 0.402 -1.397 0.791
H -5.700450 -0.924401 1.165477 -0.251 -1.377 -1.303
H -6.053716 -2.724601 0.687376 0.435 1.698 -0.550
H -6.880986 -1.309389 -0.187788 1.701 -0.641 0.634
H 0.890964 -2.089602 -2.833058 -1.015 1.390 1.253
H 1.274482 -0.393953 -2.241864 -1.355 -0.984 0.345
H 1.989938 -2.710691 -0.921098 -1.408 1.219 0.205
H -0.286780 -2.005842 1.055914 0.271 -1.269 -1.459
H 0.548918 -3.626325 0.824795 -0.513 1.580 -1.149
H -0.761606 -3.171047 -0.390099 1.263 0.820 0.824
H 2.724038 -0.772923 -0.363809 -0.909 -0.095 0.931
C 6.221251 0.313353 0.939624 0.272 0.081 0.448
Br 7.871653 -0.686605 0.755544 -0.467 0.253 -0.050
Br 6.536429 2.226681 0.963810 -0.062 -0.462 -0.108
Br 4.922045 -0.187956 -0.415771 0.626 0.192 -0.146
H 5.792709 0.047513 1.905485 0.064 0.059 -0.313